C5H14OPdSi as an isolated structure in a non-equilibrium geometry, computed with ωB97M-V/def2-TZVPD.

```
22
C5H14OPdSi (ωB97M-V/def2-TZVPD)
C 2.398 -0.666 1.079
O 2.604 -0.516 -0.305
C 1.947 0.572 -0.849
C 0.369 0.313 -1.081
C -0.571 1.295 -0.350
C -1.353 0.667 0.830
Si -2.599 -0.666 0.264
H 1.344 -0.577 1.381
H 3.022 0.020 1.678
H 2.729 -1.678 1.333
H 2.079 1.503 -0.284
H 2.395 0.732 -1.834
H 0.211 0.468 -2.155
H 0.149 -0.752 -0.889
H -0.007 2.144 0.064
H -1.307 1.655 -1.081
H -0.713 0.321 1.650
H -1.994 1.455 1.271
H -3.482 -0.966 1.401
H -1.776 -1.937 0.049
H -3.332 -0.316 -0.958
Pd -2.113 -3.073 -1.213
```

The value obtained for the gap between HOMO and LUMO is 3.096 eV. The calculation puts the LUMO energy at -13.993 eV. As for the total energy: -18791.8148 eV. As for the charge: +2. The HOMO energy is -17.09 eV.

***

One molecule with the formula C6H10OS in a non-equilibrium geometry, computed with ωB97M-V/def2-TZVPD.

```
18
C6H10OS (ωB97M-V/def2-TZVPD)
C -1.508 0.222 1.085
C -1.231 -0.289 -0.086
C -1.954 -1.422 -0.749
O -0.277 0.202 -0.946
C 0.807 0.913 -0.378
C 1.051 2.169 -0.721
C 1.692 0.068 0.509
S 2.169 -1.469 -0.285
H -2.294 -0.245 1.654
H -1.003 1.154 1.526
H -2.878 -1.724 -0.249
H -2.152 -1.151 -1.792
H -1.311 -2.326 -0.808
H 0.295 2.657 -1.317
H 1.900 2.662 -0.339
H 2.565 0.616 0.720
H 1.194 -0.068 1.487
H 2.935 -1.969 0.689
```

The value obtained for the gap between HOMO and LUMO is 9.737 eV. The calculation puts the LUMO energy at 0.755 eV. As for the total energy: -19265.2371 eV. The HOMO energy is -8.98 eV. Its SMILES is C=C(C)OC(=C)CS. The energy above the lowest of the compared OMol25 structures with the same formula, charge and spin comes out at 173.0 kJ/mol.